# C87H190N7O31S8

A cluster of 15 separate species, C87H190N7O31S8 in total (wB97M-V/def2-TZVPD, the Open Molecules 2025 dataset).

<S²>: 15.78
Kohn-Sham gap (alpha / beta): 6.54 / 8.24 eV
E_LUMO (alpha / beta): 0.30 / -0.20 eV
strongest force on any atom: 10.7 eV Å⁻¹
electronic energy: -9329.3343 hartree
energy relative to the best compared isomer or geometry (same formula, charge and spin): 123.9 kJ/mol
highest occupied orbital energy (alpha / beta): -0.22963 / -0.31024 Ha

The geometry in ORCA input format:
```
! RIJCOSX wB97M-V def2-TZVPD def2/J DEFGRID3
* xyz 0 8
C 1.200 0.047 9.231
C 0.501 0.155 7.892
C -0.280 -1.136 7.725
C -1.528 -1.067 6.809
C -2.426 0.023 7.149
C -1.736 1.374 7.057
N -0.523 1.254 7.881
O -0.046 2.366 8.361
C -1.301 1.888 5.706
C -2.711 2.370 7.678
C 1.657 0.441 6.864
H 0.469 -0.203 9.994
H 1.792 0.928 9.577
H 1.890 -0.784 9.133
H 0.365 -2.026 7.444
H -0.662 -1.377 8.768
H -1.983 -2.052 6.922
H -1.330 -0.999 5.738
H -2.812 -0.065 8.189
H -3.270 -0.037 6.430
H -0.626 2.737 5.870
H -0.873 1.098 5.070
H -2.178 2.279 5.255
H -3.690 2.207 7.135
H -2.901 2.223 8.755
H -2.509 3.433 7.543
H 2.470 -0.188 7.216
H 2.015 1.470 7.028
H 1.257 0.433 5.856
C 1.079 4.659 0.962
C -0.050 5.789 0.936
C 0.484 6.942 0.207
C -0.684 7.827 -0.193
C -1.486 6.936 -1.205
C -2.222 5.805 -0.499
N -1.242 5.114 0.396
O -1.638 4.018 0.875
C -3.489 6.228 0.246
C -2.628 4.660 -1.596
C -0.231 6.074 2.446
H 1.341 4.420 -0.083
H 0.759 3.802 1.598
H 2.031 5.009 1.420
H 1.289 7.356 0.896
H 0.951 6.611 -0.787
H -0.274 8.735 -0.719
H -1.286 8.177 0.655
H -0.814 6.616 -1.999
H -2.244 7.551 -1.765
H -3.737 5.677 1.125
H -3.339 7.194 0.747
H -4.435 6.427 -0.311
H -1.717 4.304 -2.072
H -3.284 3.861 -1.177
H -3.203 5.019 -2.494
H -0.729 5.209 2.902
H -0.986 6.903 2.515
H 0.641 6.384 2.986
C -5.216 -2.837 -2.438
C -4.502 -2.048 -3.505
C -5.682 -1.591 -4.301
C -5.174 -0.705 -5.410
C -4.630 0.547 -4.855
C -3.440 0.283 -3.878
N -3.849 -0.829 -2.897
O -2.958 -1.110 -2.019
C -2.125 0.015 -4.545
C -3.272 1.580 -3.031
C -3.493 -3.015 -4.146
H -4.544 -2.934 -1.591
H -5.512 -3.817 -2.713
H -6.072 -2.298 -2.012
H -6.262 -2.414 -4.717
H -6.333 -0.946 -3.745
H -5.932 -0.467 -6.143
H -4.469 -1.336 -5.915
H -5.454 0.997 -4.228
H -4.418 1.247 -5.590
H -2.103 -0.460 -5.496
H -1.394 0.839 -4.608
H -1.564 -0.673 -3.873
H -2.591 2.234 -3.529
H -4.149 2.194 -2.846
H -2.883 1.446 -2.036
H -3.831 -3.991 -4.242
H -2.539 -3.052 -3.621
H -3.161 -2.733 -5.163
C -0.140 -7.088 1.307
C -1.389 -6.476 1.930
C -1.981 -7.310 3.081
C -1.227 -7.169 4.411
C -1.210 -5.698 4.752
C -0.430 -4.845 3.691
N -1.126 -5.126 2.367
O -1.038 -4.260 1.425
C -0.630 -3.268 4.046
C 1.038 -5.168 3.617
C -2.602 -6.380 0.815
H 0.309 -6.340 0.671
H -0.203 -7.993 0.726
H 0.498 -7.370 2.145
H -3.017 -6.965 3.276
H -2.046 -8.387 2.818
H -0.258 -7.662 4.308
H -1.803 -7.686 5.162
H -0.728 -5.410 5.700
H -2.194 -5.277 4.792
H -0.133 -2.680 3.283
H -1.674 -2.998 4.036
H -0.243 -2.828 4.941
H 1.688 -4.904 4.450
H 1.165 -6.236 3.374
H 1.524 -4.625 2.799
H -2.998 -7.378 0.581
H -2.280 -5.926 -0.150
H -3.396 -5.748 1.196
C 7.451 -0.247 2.900
C 6.202 -0.365 1.991
C 5.460 -1.627 2.311
C 4.904 -1.608 3.701
C 3.876 -0.497 3.848
C 4.449 0.875 3.589
N 5.355 0.791 2.416
O 5.411 1.974 1.666
C 3.270 1.810 3.395
C 5.323 1.521 4.683
C 6.510 -0.319 0.517
H 7.497 -0.510 3.954
H 7.699 0.799 2.854
H 8.304 -0.716 2.381
H 4.644 -1.713 1.561
H 6.039 -2.540 2.041
H 5.689 -1.475 4.472
H 4.508 -2.598 3.961
H 3.479 -0.466 4.882
H 3.108 -0.618 3.078
H 2.627 1.496 2.556
H 2.674 1.813 4.318
H 3.492 2.876 3.295
H 6.131 0.978 5.166
H 5.869 2.361 4.223
H 4.782 1.897 5.514
H 7.487 0.127 0.304
H 5.886 0.342 -0.082
H 6.513 -1.278 0.026
C -6.296 3.438 0.198
C -6.757 2.163 1.026
C -6.066 0.972 0.468
C -4.552 0.804 0.701
C -4.390 0.920 2.175
C -4.820 2.050 2.925
N -6.208 2.400 2.464
O -6.765 3.425 2.974
C -4.772 1.572 4.276
C -3.920 3.209 2.670
C -8.174 1.981 0.959
H -7.071 3.522 -0.587
H -5.314 3.638 -0.248
H -6.641 4.251 0.779
H -6.591 0.030 0.733
H -6.266 0.865 -0.584
H -4.129 1.739 0.251
H -4.113 0.011 0.144
H -3.376 0.771 2.502
H -4.765 -0.019 2.552
H -5.118 2.295 5.038
H -5.339 0.639 4.340
H -3.721 1.325 4.385
H -3.035 2.698 3.027
H -3.649 3.627 1.713
H -4.219 3.973 3.436
H -8.285 2.264 -0.066
H -8.859 2.593 1.558
H -8.533 0.908 1.000
C 1.143 -1.017 -1.727
C 1.678 0.102 -0.857
C 1.069 1.421 -1.332
C -0.437 1.429 -1.181
C -0.816 1.282 0.265
C -0.295 0.115 1.016
N 1.099 -0.211 0.484
O 1.741 -0.850 1.196
C -0.202 0.462 2.439
C -1.271 -1.051 0.847
C 3.143 0.162 -0.779
H 1.248 -2.082 -1.333
H 1.846 -0.958 -2.518
H 0.115 -0.880 -2.096
H 1.457 2.372 -0.915
H 1.311 1.546 -2.384
H -0.752 0.539 -1.693
H -0.870 2.313 -1.650
H -1.874 1.366 0.506
H -0.403 2.138 0.809
H -0.032 -0.350 3.175
H 0.365 1.326 2.771
H -1.255 0.747 2.648
H -1.205 -2.045 1.379
H -1.983 -0.565 1.490
H -1.671 -1.280 -0.141
H 3.778 -0.709 -0.632
H 3.519 0.999 -0.184
H 3.308 0.524 -1.801
O 4.035 7.938 -1.401
S 4.658 6.818 -2.043
O 5.979 6.926 -2.532
O 4.637 5.657 -1.070
C 5.446 5.615 0.144
C 4.648 5.051 1.290
C 3.475 6.320 -3.223
H 5.915 6.566 0.387
H 6.318 4.962 -0.086
H 4.264 4.055 1.055
H 3.827 5.729 1.520
H 5.310 4.923 2.124
H 2.505 6.152 -2.712
H 3.728 5.412 -3.751
H 3.622 7.224 -3.818
O 6.428 3.086 -6.838
S 5.852 3.842 -5.748
O 4.456 4.104 -5.601
O 6.495 3.295 -4.453
C 5.869 3.338 -3.087
C 7.062 2.977 -2.122
C 6.591 5.503 -5.756
H 5.008 2.698 -3.014
H 5.700 4.415 -3.041
H 7.680 3.865 -2.105
H 7.619 2.098 -2.528
H 6.609 2.771 -1.138
H 7.660 5.525 -5.764
H 6.225 6.088 -4.923
H 6.161 5.963 -6.648
O 5.472 -6.985 -0.359
S 4.085 -6.882 -0.614
O 3.028 -7.666 -0.165
O 3.834 -5.384 -0.114
C 2.403 -5.135 0.269
C 2.257 -3.643 0.530
C 3.849 -6.798 -2.336
H 2.243 -5.710 1.161
H 1.801 -5.345 -0.580
H 1.195 -3.458 0.471
H 2.786 -3.139 -0.288
H 2.729 -3.444 1.518
H 2.984 -6.195 -2.526
H 3.805 -7.789 -2.790
H 4.654 -6.259 -2.832
O 2.614 -0.086 -4.320
S 4.007 -0.070 -4.682
O 4.935 0.461 -3.717
O 4.492 -1.543 -5.140
C 5.098 -2.416 -4.075
C 4.010 -2.975 -3.169
C 4.301 0.787 -6.166
H 5.919 -1.860 -3.607
H 5.608 -3.223 -4.627
H 3.499 -2.118 -2.738
H 4.484 -3.596 -2.400
H 3.289 -3.514 -3.774
H 3.835 0.244 -6.995
H 5.357 0.946 -6.363
H 3.763 1.733 -6.025
O 1.241 -4.353 -2.783
S -0.138 -4.933 -2.745
O -0.796 -5.086 -4.039
O -0.045 -6.420 -2.118
C -0.693 -7.577 -2.868
C 0.302 -8.607 -3.145
C -1.156 -3.996 -1.569
H -1.172 -7.199 -3.759
H -1.424 -7.835 -2.137
H 0.901 -8.849 -2.285
H 0.905 -8.500 -4.041
H -0.300 -9.531 -3.264
H -0.819 -4.289 -0.591
H -2.185 -4.282 -1.770
H -1.024 -2.948 -1.860
O 0.936 4.717 -3.523
S 0.161 4.439 -4.662
O -1.204 4.080 -4.464
O 0.275 5.679 -5.772
C -0.567 6.870 -5.593
C 0.330 7.940 -4.965
C 1.059 3.204 -5.652
H -1.436 6.666 -4.978
H -0.807 7.124 -6.641
H 1.081 8.416 -5.604
H 0.825 7.506 -4.086
H -0.335 8.724 -4.568
H 2.031 3.636 -5.893
H 0.639 2.834 -6.552
H 1.303 2.305 -5.023
O 0.891 -2.038 -8.028
S -0.185 -2.368 -7.151
O -1.418 -1.703 -7.230
O -0.560 -3.868 -7.348
C 0.523 -4.796 -7.475
C 0.017 -6.149 -7.000
C 0.460 -2.276 -5.497
H 1.288 -4.336 -6.901
H 0.943 -4.723 -8.490
H 0.838 -6.866 -6.903
H -0.697 -6.544 -7.722
H -0.462 -6.058 -6.045
H 1.221 -3.057 -5.449
H -0.362 -2.488 -4.836
H 0.897 -1.282 -5.349
O -3.680 -3.876 3.591
S -4.816 -3.506 2.815
O -5.769 -4.480 2.516
O -5.543 -2.454 3.577
C -6.964 -2.239 3.384
C -7.717 -2.466 4.638
C -4.278 -2.899 1.254
H -7.295 -2.908 2.580
H -6.993 -1.297 2.806
H -7.536 -3.492 5.029
H -8.772 -2.314 4.427
H -7.334 -1.727 5.366
H -3.973 -1.849 1.273
H -5.038 -3.082 0.530
H -3.353 -3.466 1.045
*
```

Löwdin atomic charge list, values in e, 6 entries:
1. C -0.06
2. C -0.49
3. C -0.12
4. C -0.21
5. C -0.16
6. C -0.51